{
  "formula": "C30H86N4O18",
  "method": "the ωB97M-V functional and the def2-TZVPD basis",
  "species": ["C", "O", "C", "C", "C", "N", "H", "H", "H", "H", "H", "H", "H", "H", "H", "H", "H", "C", "O", "C", "C", "C", "N", "H", "H", "H", "H", "H", "H", "H", "H", "H", "H", "H", "C", "O", "C", "C", "C", "N", "H", "H", "H", "H", "H", "H", "H", "H", "H", "H", "H", "C", "O", "C", "C", "C", "N", "H", "H", "H", "H", "H", "H", "H", "H", "H", "H", "H", "O", "C", "C", "O", "H", "H", "H", "H", "H", "H", "O", "C", "C", "O", "H", "H", "H", "H", "H", "H", "O", "C", "C", "O", "H", "H", "H", "H", "H", "H", "O", "C", "C", "O", "H", "H", "H", "H", "H", "H", "O", "C", "C", "O", "H", "H", "H", "H", "H", "H", "O", "C", "C", "O", "H", "H", "H", "H", "H", "H", "O", "C", "C", "O", "H", "H", "H", "H", "H", "H"],
  "xyz": [[18.7256, 5.1456, 6.7206], [19.9939, 5.7468, 6.9388], [20.3860, 5.7725, 8.3307], [21.6005, 6.6846, 8.5064], [22.9057, 5.9784, 8.0199], [21.7581, 6.9110, 9.9385], [18.7227, 4.1997, 7.2622], [18.5710, 5.0244, 5.6485], [18.0357, 5.8495, 7.1860], [19.5661, 5.9150, 9.0347], [20.8556, 4.8136, 8.5502], [21.6660, 7.6091, 7.9328], [23.1806, 5.0521, 8.5243], [23.7762, 6.6206, 8.1538], [22.8517, 5.6903, 6.9700], [22.7105, 7.2272, 10.0521], [21.6271, 6.0451, 10.4416], [-2.7591, 6.2081, 5.7553], [-1.8496, 5.4179, 4.9394], [-0.8615, 4.8253, 5.8204], [-0.0113, 3.5988, 5.3784], [-0.8507, 2.3409, 5.3611], [1.0860, 3.4408, 6.2349], [-3.2352, 5.6429, 6.5565], [-3.5214, 6.5772, 5.0692], [-2.2375, 7.0151, 6.2699], [-0.1534, 5.6385, 5.9800], [-1.2961, 4.6315, 6.8011], [0.4691, 3.8129, 4.4237], [-1.7148, 2.4793, 4.7113], [-1.2092, 2.0061, 6.3345], [-0.3533, 1.4424, 4.9959], [1.7556, 4.1740, 6.0501], [1.5999, 2.6474, 5.8792], [14.9608, -9.5355, 12.6684], [15.3130, -8.0833, 12.5626], [15.3864, -7.7181, 11.1641], [15.6568, -6.1985, 10.9436], [14.5735, -5.2525, 11.6059], [15.5291, -5.9055, 9.5109], [15.7550, -10.1326, 12.2202], [14.0276, -9.6614, 12.1193], [14.7960, -9.8853, 13.6875], [16.1214, -8.3393, 10.6523], [14.3960, -7.8880, 10.7418], [16.6366, -5.8515, 11.2717], [14.7816, -5.1830, 12.6736], [13.5447, -5.6088, 11.5533], [14.5591, -4.2253, 11.2415], [15.8151, -6.7732, 9.0804], [14.5667, -5.8587, 9.2082], [15.7750, 1.8008, 15.7941], [17.1406, 1.4169, 15.9192], [18.0288, 1.7524, 14.8240], [19.3552, 1.1453, 15.0861], [20.1110, 1.7582, 16.2136], [20.1709, 1.3558, 13.9134], [15.1625, 1.5145, 16.6491], [15.4009, 1.2604, 14.9246], [15.5607, 2.8540, 15.6127], [17.6255, 1.4882, 13.8464], [18.1552, 2.8349, 14.8418], [19.0560, 0.1121, 15.2623], [21.0032, 1.2209, 16.5350], [19.4392, 1.8429, 17.0679], [20.4739, 2.7777, 16.0834], [21.0725, 0.9090, 14.0001], [19.8027, 1.0758, 13.0156], [15.7920, 10.4002, 10.6710], [16.5169, 10.7702, 11.8283], [17.4965, 11.8271, 11.3699], [16.8521, 13.0900, 11.0962], [15.2960, 9.6020, 10.8672], [15.7883, 11.2417, 12.4878], [17.0174, 9.8810, 12.2114], [17.9255, 11.4485, 10.4422], [18.3281, 11.9915, 12.0550], [16.1718, 12.9466, 10.4342], [10.4419, 12.3112, 10.6370], [10.3529, 13.6953, 10.6768], [10.4286, 14.3683, 9.2786], [11.7419, 14.2938, 8.7464], [11.2632, 12.0981, 10.1879], [9.3524, 13.9178, 11.0478], [11.1036, 14.0738, 11.3706], [10.2430, 15.4151, 9.5192], [9.5657, 14.0227, 8.7094], [11.6496, 14.4231, 7.7996], [6.7497, 7.3393, 4.6828], [6.7546, 8.1902, 3.5220], [8.2820, 8.4422, 3.0612], [8.7697, 7.3198, 2.3730], [6.7802, 7.8824, 5.4739], [6.2576, 7.5272, 2.8139], [6.1798, 9.1158, 3.5525], [8.8197, 8.7092, 3.9709], [8.3232, 9.3758, 2.5002], [9.3629, 7.6167, 1.6790], [9.3378, 4.0286, 11.8859], [9.6623, 4.3335, 10.5583], [11.1314, 3.9172, 10.2391], [11.9938, 4.6154, 11.0992], [9.0402, 4.8382, 12.3074], [9.0658, 3.6795, 9.9222], [9.5736, 5.4136, 10.4416], [11.4428, 4.2151, 9.2379], [11.3854, 2.8610, 10.3277], [11.6742, 4.2588, 11.9312], [2.0507, 1.2829, 11.4960], [2.2344, 0.0402, 12.1151], [3.4077, -0.7493, 11.6090], [3.2561, -1.2701, 10.2712], [2.1626, 1.1002, 10.5602], [2.4179, 0.3016, 13.1572], [1.3507, -0.5937, 12.0420], [3.5116, -1.5967, 12.2867], [4.3802, -0.2579, 11.6395], [2.3928, -1.6871, 10.2215], [12.8455, -1.2175, 6.4839], [11.7793, -1.4484, 5.7035], [10.7066, -2.2192, 6.4160], [11.1607, -3.5472, 6.6556], [13.2455, -2.0724, 6.6591], [11.4257, -0.4358, 5.5098], [12.1091, -1.7870, 4.7213], [9.8002, -2.3835, 5.8333], [10.4867, -1.7875, 7.3924], [10.4463, -3.9631, 7.1438], [4.7896, 9.8042, 10.7664], [4.0794, 8.8712, 11.6118], [4.6753, 9.0934, 13.0251], [6.1080, 8.7585, 13.0339], [4.5283, 10.7026, 10.9813], [2.9923, 8.9436, 11.5817], [4.2966, 7.8445, 11.3175], [4.1342, 8.4585, 13.7266], [4.4699, 10.0712, 13.4610], [6.6446, 9.4343, 12.6133]],
  "forces_ev_per_a": [[0.838, 0.623, 1.006], [0.632, 0.308, 0.564], [0.916, -0.255, -1.784], [1.575, -1.108, 0.186], [-0.203, -0.381, -0.700], [-0.430, 0.997, -0.124], [-0.441, -0.318, -0.238], [-0.030, 0.021, 0.203], [-0.795, -0.342, -0.280], [-0.154, 0.554, -0.166], [-0.487, -0.645, 0.238], [-1.072, 0.271, 0.258], [-0.479, -0.107, 0.486], [-0.093, 0.313, -0.098], [-0.042, 0.257, -0.226], [0.048, -0.060, 0.583], [0.209, -0.123, 0.101], [0.531, -0.497, -0.868], [-0.338, -0.828, 1.336], [0.682, 0.941, -0.044], [-2.029, 0.671, -1.540], [-0.531, -0.623, -0.548], [1.882, -0.225, 1.866], [-0.059, -0.479, -0.150], [0.124, 0.152, 0.156], [0.174, 0.301, -0.273], [0.411, 0.104, 0.275], [-0.192, -0.358, 0.046], [-1.074, 0.013, -0.918], [-0.096, 0.054, 0.042], [-0.015, 0.605, 0.310], [0.478, 0.181, -0.322], [0.038, 0.538, 0.322], [0.022, -0.556, 0.314], [0.211, 1.807, -0.655], [-0.050, -1.643, -0.238], [-0.467, 0.885, 1.558], [-2.211, 1.219, 0.191], [0.783, -0.807, 1.103], [0.763, -1.003, -0.397], [0.010, -0.027, -0.097], [-0.026, -0.252, -0.108], [0.226, 0.682, 0.115], [0.212, 0.006, -0.152], [-0.143, -0.203, -0.347], [0.064, -0.367, 0.086], [-0.020, -0.001, 0.126], [0.048, -0.414, -0.356], [0.453, -0.173, -0.408], [0.559, -0.003, -0.830], [-0.416, 0.304, 0.401], [0.184, -0.523, -1.135], [0.183, 0.158, 0.105], [-1.557, 1.767, 1.235], [0.213, -0.540, -0.988], [-0.163, 0.445, 1.939], [0.713, 0.018, -0.964], [0.597, -0.253, 0.225], [-0.472, -0.018, -0.144], [0.581, 0.349, 0.042], [-0.173, -0.394, -0.041], [-0.117, 0.358, -0.276], [0.696, -0.547, 0.384], [-0.141, -0.453, -0.134], [0.075, -0.282, 0.285], [-0.278, 0.084, -0.804], [0.078, 0.041, 0.126], [-0.422, -0.207, 0.139], [-0.328, -0.324, -0.760], [-0.160, 0.544, -0.318], [-0.191, 0.318, -0.674], [0.521, -0.492, 0.602], [-0.118, 0.021, -0.076], [0.316, -0.225, 0.753], [0.108, 0.206, 0.491], [0.213, -0.060, -0.120], [-0.322, 0.201, 0.206], [-0.050, -0.196, -0.109], [0.047, -1.071, -0.250], [-0.239, 0.618, -0.942], [0.007, 0.782, 2.484], [-0.622, -0.719, -0.421], [0.163, -0.192, -0.048], [0.038, 0.163, 0.223], [0.067, 0.478, -0.083], [-0.267, 0.356, -0.186], [0.500, -0.410, -0.643], [0.313, -0.008, -0.130], [-0.323, 0.905, -0.010], [1.947, -1.422, -0.667], [-2.452, 0.634, 0.763], [0.107, 0.095, 0.072], [0.091, 0.035, 0.115], [0.224, 0.363, -0.545], [0.097, 0.089, 0.627], [0.357, -0.557, 0.267], [-0.105, -0.103, -0.642], [0.051, -0.045, 0.028], [0.078, -0.161, 1.004], [1.389, -1.147, -0.865], [-0.070, 0.910, -0.380], [0.150, 0.005, 0.650], [-0.015, -0.145, 0.147], [-0.565, 0.633, -0.362], [-0.160, -0.157, -0.749], [-0.496, 0.018, -0.237], [-0.747, -0.369, 0.007], [0.430, 0.427, 0.788], [-0.090, 0.048, -0.609], [0.607, 0.450, 0.498], [0.391, -1.206, -0.164], [-0.005, 0.762, 0.365], [-0.078, 0.377, -0.389], [-0.107, -0.403, 0.199], [-0.341, -0.073, 0.065], [0.010, -0.238, 0.216], [-0.278, 0.451, -0.157], [-0.112, -0.157, -0.030], [2.682, -0.172, 1.967], [-1.900, 1.401, -1.451], [-0.423, -1.093, -0.346], [0.556, -0.469, 0.229], [0.346, -0.060, 0.310], [-0.698, 0.028, -0.207], [-0.468, -0.823, -0.165], [-0.211, 0.932, -0.234], [-0.072, 0.575, -0.157], [0.191, -0.322, 0.065], [-0.546, -0.883, -0.517], [1.385, 1.025, 1.118], [0.422, -0.874, -0.376], [-1.729, -0.163, 0.598], [-0.215, -0.019, 0.135], [-0.096, 0.516, 0.021], [0.412, 0.232, -0.309], [0.532, -0.606, 0.082], [0.288, 0.503, -0.533], [-0.434, 0.257, -0.233]],
  "lowdin_charge": [-0.10, -0.21, -0.19, -0.42, -0.08, 0.02, 0.08, 0.09, 0.09, 0.12, 0.12, 0.14, 0.07, 0.07, 0.07, 0.06, 0.07, -0.10, -0.19, -0.19, -0.48, -0.06, 0.02, 0.08, 0.09, 0.08, 0.12, 0.12, 0.14, 0.08, 0.08, 0.07, 0.08, 0.08, -0.06, -0.20, -0.21, -0.39, -0.06, 0.01, 0.08, 0.08, 0.08, 0.12, 0.11, 0.13, 0.07, 0.07, 0.07, 0.05, 0.06, -0.11, -0.19, -0.20, -0.48, -0.07, 0.03, 0.08, 0.08, 0.08, 0.13, 0.13, 0.14, 0.08, 0.08, 0.08, 0.07, 0.07, -0.08, -0.25, -0.23, -0.07, 0.08, 0.12, 0.12, 0.11, 0.12, 0.08, -0.06, -0.27, -0.25, -0.06, 0.08, 0.12, 0.12, 0.11, 0.12, 0.08, -0.08, -0.20, -0.24, -0.05, 0.08, 0.11, 0.11, 0.10, 0.10, 0.08, -0.07, -0.24, -0.25, -0.08, 0.09, 0.11, 0.12, 0.12, 0.12, 0.07, -0.05, -0.28, -0.24, -0.07, 0.08, 0.12, 0.12, 0.11, 0.13, 0.08, -0.03, -0.32, -0.23, -0.08, 0.10, 0.12, 0.13, 0.12, 0.12, 0.08, -0.08, -0.22, -0.22, -0.08, 0.08, 0.11, 0.12, 0.11, 0.11, 0.07],
  "multiplicity": 1,
  "lumo_ev": 0.32,
  "energy_ev": -75309.80784,
  "largest_force_ev_per_a": 3.33,
  "relative_energy_ev": 6.385,
  "smiles": "COC[C@H](C)N.COC[C@H](C)N.COC[C@H](C)N.COC[C@H](C)N.OCCO.OCCO.OCCO.OCCO.OCCO.OCCO.OCCO",
  "gap_ev": 9.3838,
  "mol_weight_g_mol": 791.0
}